1.
# C48H83F15O24

A 12-piece molecular cluster, C48H83F15O24 overall in a non-equilibrium geometry (ωB97M-V with the def2-TZVPD basis set, OMol25).

Values from the calculation:
HOMO (alpha / beta)   -0.47 / -5.13 eV
<S²>   0.753
Molecular weight   1329.14 g mol⁻¹
HOMO-LUMO gap (alpha / beta)   0.0794 / 0.2509 Ha
LUMO energy (alpha / beta)   1.7 / 1.7 eV

```
! wB97M-V def2-TZVPD RIJCOSX def2/J DEFGRID3
* xyz -1 2
F -7.543 0.185 0.910
F -1.461 -4.720 0.247
F -5.496 0.483 1.270
F 0.137 -4.276 -1.220
F 5.327 1.711 1.351
F 5.847 -0.276 1.916
F -0.602 5.270 -2.469
F 2.239 2.809 7.196
F 4.133 2.995 5.988
F -6.460 -1.038 2.323
F 1.223 4.312 -2.768
F 2.239 2.768 5.011
F 0.289 -3.374 0.697
F 7.171 0.789 0.450
F -0.411 3.233 -1.839
O -2.770 4.655 1.301
O 1.489 0.040 1.280
O 4.491 -1.133 -0.041
O -1.988 -4.072 -3.208
O -6.350 -2.744 0.439
O 4.892 0.787 -1.239
O 1.179 1.034 -2.669
O -4.034 0.790 -5.112
O -2.744 2.506 3.377
O 0.566 3.103 -4.936
O 4.328 0.512 5.570
O -0.297 -1.923 5.117
O 2.745 5.008 0.451
O 1.893 -5.701 0.665
O -1.373 -0.652 0.538
O -0.065 -6.487 1.531
O 0.475 4.709 3.394
O 2.540 -0.510 -3.695
O -1.974 -3.349 -5.359
O -0.284 -3.473 6.732
O 2.244 0.039 6.402
O -5.136 1.618 -2.456
O -5.854 -1.068 -1.130
O -1.649 3.762 -4.661
C 0.642 -5.626 0.696
C 3.404 -3.310 -0.745
C -0.081 4.081 -2.770
C 4.757 -0.798 5.377
C 5.283 -1.465 6.600
C 2.191 4.396 1.625
C 3.245 1.753 -3.744
C 0.626 0.828 0.456
C -0.464 3.629 -4.215
C 2.268 0.709 2.211
C 1.372 -3.557 4.888
C -0.125 -4.445 0.049
C -2.377 -1.465 -0.094
C -0.286 1.712 -6.730
C -0.480 -2.284 -3.929
C 3.137 0.841 6.048
C -1.600 -3.299 -4.089
C 0.494 2.959 -6.349
C -5.797 2.456 -1.460
C 3.538 4.078 -0.302
C -6.074 -3.873 -0.439
C -5.088 -0.134 -4.945
C 0.170 -3.050 5.656
C -6.395 -0.407 1.160
C 3.612 -1.764 -1.041
C -3.268 0.992 -3.974
C 1.344 5.387 2.418
C -0.376 -0.117 -0.302
C 0.533 -7.644 2.128
C -5.282 -4.948 0.349
C -1.246 -2.541 -6.195
C -2.188 5.610 0.381
C 2.238 0.754 -3.227
C 0.400 -1.576 3.942
C -2.265 3.398 1.080
C -0.413 5.627 3.899
C -6.143 -1.417 0.036
C 3.794 -0.565 -4.342
C 1.062 -2.855 3.521
C 5.907 0.606 0.888
C 0.006 -2.157 -5.382
C 2.944 2.404 6.092
C -3.846 2.010 -2.935
C 5.070 0.067 -0.288
C 3.929 0.907 -4.859
C -1.726 1.641 3.848
C 0.982 -7.302 3.580
C -3.066 2.399 1.978
H 4.302 -3.903 -0.570
H 5.596 -0.788 4.680
H 1.529 3.592 1.304
H -4.314 -4.610 0.718
H 4.359 3.622 0.251
H 2.973 0.118 2.794
H -2.987 1.371 1.624
H 1.991 6.088 2.946
H 0.358 -3.446 2.934
H 4.641 -0.738 -3.678
H -5.187 -5.763 -0.367
H 1.503 3.006 -6.759
H 4.103 -1.759 -2.014
H 3.935 -1.407 5.002
H -1.290 1.705 -6.304
H -5.916 0.304 -4.388
H -1.099 5.567 0.344
H 1.176 1.489 -0.215
H 0.170 -6.705 3.995
H -3.776 3.070 -3.180
H 3.066 3.187 -0.716
H -1.256 3.312 1.481
H 1.856 -6.667 3.726
H 1.344 -8.077 1.542
H -2.770 5.519 -0.536
H 2.996 4.012 2.252
H 0.148 6.464 4.316
H -5.746 3.502 -1.763
H 2.750 2.670 -4.065
H -0.308 -1.374 3.138
H -1.857 -1.654 -6.361
H 0.303 0.890 -6.323
H -0.784 1.944 3.389
H 0.051 3.864 -6.764
H 1.698 1.096 3.056
H 4.539 -1.893 7.272
H 0.186 -0.912 -0.791
H 5.760 -0.665 7.166
H -0.832 0.424 -1.131
H 0.803 -2.898 -5.437
H 1.088 -0.731 3.983
H -0.997 5.248 4.738
H -7.020 -4.286 -0.790
H 3.697 -1.321 -5.121
H -3.180 -0.939 -0.610
H 4.944 1.247 -5.064
H -2.332 6.607 0.799
H -2.971 0.052 -3.509
H -6.853 2.292 -1.246
H 3.868 4.583 -1.209
H 2.242 -3.253 5.469
H -2.281 1.299 -4.319
H -3.203 1.970 -2.056
H -1.790 0.611 3.496
H -0.354 1.596 -7.811
H 1.333 -4.645 4.824
H 3.350 1.095 -5.763
H -1.062 6.061 3.139
H -2.252 3.073 0.039
H 0.853 5.945 1.621
H 1.182 -8.230 4.115
H -0.815 -1.345 -3.490
H 3.004 -3.738 -1.665
H -5.557 -3.536 -1.338
H 5.970 -2.264 6.322
H 0.049 1.438 1.151
H -5.290 2.401 -0.497
H -5.923 -5.326 1.146
H -0.134 -8.501 2.218
H 2.748 -3.364 0.124
H 1.917 -2.642 2.879
H -1.011 -3.075 -7.116
H -4.705 -1.073 -4.545
H -4.110 2.704 2.041
H -1.689 1.648 4.937
H 0.405 -1.201 -5.721
H 2.730 -1.141 -1.190
H 3.963 2.057 -2.983
H 0.228 -2.722 -3.226
H -5.444 -0.400 -5.940
H -2.876 -1.968 0.734
H 2.926 1.452 1.760
H -1.975 -2.196 -0.795
*
```

2.
# C20H53F8N7O11PS2

A 9-piece molecular cluster, C20H53F8N7O11PS2 overall in a non-equilibrium geometry (ωB97M-V with the def2-TZVPD basis set, OMol25).

Values from the calculation:
HOMO   -15.03 eV
Molecular weight   814.77 g mol⁻¹
HOMO-LUMO gap   0.2455 Ha
LUMO energy   -8.4 eV

```
! wB97M-V def2-TZVPD RIJCOSX def2/J DEFGRID3
* xyz 3 1
S -17.382 -21.770 20.733
S -18.939 -22.357 22.359
P -21.897 -21.341 25.620
F -22.923 -20.255 26.297
F -21.254 -20.069 24.812
F -20.030 -23.488 22.416
F -20.801 -21.167 26.814
F -20.799 -22.415 24.997
F -16.433 -22.433 19.639
F -22.631 -22.573 26.331
F -22.829 -21.589 24.304
O -18.117 -20.925 19.830
O -20.178 -17.796 22.890
O -16.405 -21.189 21.653
O -18.322 -22.429 23.667
O -18.059 -21.258 28.459
O -18.146 -13.888 22.397
O -14.285 -13.326 23.688
O -21.257 -15.599 26.660
O -19.820 -21.256 22.078
O -14.245 -18.468 17.040
O -22.730 -20.486 19.689
N -18.092 -23.107 21.137
N -20.152 -15.079 21.987
N -22.074 -19.592 21.713
N -13.836 -18.128 19.284
N -15.799 -21.282 27.998
N -14.654 -15.090 25.168
N -22.075 -17.053 25.054
C -20.001 -14.614 20.541
C -14.930 -20.055 28.189
C -19.662 -13.938 24.211
C -13.671 -20.460 18.182
C -22.123 -19.619 20.205
C -13.687 -12.822 25.904
C -20.712 -17.838 27.130
C -17.251 -20.933 27.670
C -16.024 -15.523 24.669
C -23.562 -17.168 25.265
C -23.467 -19.684 22.328
C -18.102 -18.203 21.896
C -15.163 -18.074 20.030
C -21.337 -18.553 19.456
C -14.313 -13.612 24.831
C -13.979 -19.009 18.055
C -17.575 -20.414 26.298
C -21.403 -16.747 26.371
C -18.885 -18.252 23.180
C -19.164 -14.294 22.848
H -14.496 -21.068 18.563
H -22.004 -17.775 19.074
H -18.872 -19.234 23.667
H -13.606 -11.781 25.599
H -15.950 -17.589 19.462
H -23.861 -18.034 25.849
H -15.740 -21.714 28.926
H -15.324 -19.381 28.945
H -20.529 -15.362 19.954
H -21.076 -15.035 22.406
H -21.413 -20.282 22.065
H -20.399 -13.615 20.393
H -20.177 -17.373 27.953
H -19.023 -13.145 24.600
H -13.932 -20.372 28.479
H -13.112 -18.444 19.930
H -19.491 -14.766 24.903
H -13.558 -17.169 19.064
H -23.887 -17.296 24.231
H -24.031 -18.813 22.000
H -20.666 -13.517 24.261
H -15.496 -19.079 20.292
H -21.957 -16.294 24.385
H -13.441 -20.890 17.209
H -18.571 -18.835 21.134
H -21.599 -17.787 24.505
H -21.456 -18.533 27.527
H -23.846 -20.625 21.942
H -21.579 -18.750 22.027
H -18.339 -17.641 23.936
H -13.907 -15.574 24.660
H -19.874 -16.087 22.087
H -16.801 -15.007 25.227
H -14.490 -15.447 26.111
H -23.989 -16.238 25.631
H -14.906 -17.521 20.932
H -12.666 -13.184 26.064
H -18.962 -14.632 20.228
H -17.080 -18.597 21.959
H -17.846 -21.277 25.686
H -23.370 -19.688 23.409
H -16.815 -19.856 25.747
H -20.004 -18.316 26.453
H -16.049 -16.606 24.754
H -15.327 -21.945 27.377
H -14.911 -19.549 27.226
H -16.155 -15.223 23.631
H -14.226 -12.888 26.850
H -20.602 -18.057 20.090
H -18.449 -19.768 26.324
H -12.781 -20.618 18.796
H -20.870 -18.961 18.562
H -18.041 -17.253 21.347
*
```

> Which formula does entry 2 have?

C20H53F8N7O11PS2